C5H9BN2O2S | ωB97M-V/def2-TZVPD

Properties
Structure (SMILES): CB(O)Nc1ncc(CO)s1
Largest force on an atom, eV Å⁻¹: 5.73
Energy, hartree: -878.98810
Energy above the lowest of the compared OMol25 structures with the same formula, charge and spin, kcal per mole: 14.85
HOMO energy, eV: -9.15
Total charge: 0
Kohn-Sham gap, eV: 9.669

Last column: Mulliken charge in e.
CARTESIAN COORDINATES (ANGSTROEM)
B (2.779496, 0.342378, -0.157095)  0.37
C (-1.446287, -0.590640, 1.106336)  -0.57
C (-2.105793, 0.427512, 0.418480)  0.63
C (0.301309, 0.741379, 0.812173)  0.28
C (2.570499, -1.197931, -0.709408)  -0.89
C (-3.590138, 0.355862, 0.070851)  -0.54
N (-0.114660, -0.364195, 1.242963)  -0.42
N (1.891582, 1.115062, 0.614597)  -0.21
O (3.942535, 1.051239, -0.481444)  -0.67
O (-3.762920, -0.352392, -1.134390)  -0.50
S (-1.024353, 1.648108, -0.027046)  -0.19
H (-1.950038, -1.410020, 1.575537)  0.43
H (1.550702, -1.500016, -0.425030)  0.25
H (3.329362, -2.051305, -0.698518)  0.31
H (2.508369, -0.961366, -1.811809)  0.28
H (-4.256718, -0.234545, 0.830081)  0.25
H (-4.082346, 1.349709, 0.022917)  0.29
H (2.018942, 2.118233, 0.886432)  0.26
H (4.685743, 0.704116, -1.006922)  0.31
H (-3.245292, -1.191186, -1.128705)  0.35

Atoms 1-6, force components in eV/Å:
2.1 -1.4 -0.8
-0.6 2.3 -1.1
-0.9 -1.7 1.2
3.1 1.6 -2.2
-0.3 1.1 -1.1
-0.9 -1.0 1.4

***

C5H4O2 | ωB97M-V/def2-TZVPD

Properties
Structure (SMILES): O=C1C=CCC1=O
Largest force on an atom, eV Å⁻¹: 0.69
Energy, hartree: -343.37239
Energy above the lowest of the compared OMol25 structures with the same formula, charge and spin, kcal per mole: 12.53
HOMO energy, eV: -9.42
Total charge: 0
Kohn-Sham gap, eV: 8.789

Last column: Mulliken charge in e.
CARTESIAN COORDINATES (ANGSTROEM)
O (-0.634782, 2.334256, -0.337811)  -0.50
C (-0.305463, 1.194867, -0.146044)  0.30
C (-1.161257, -0.074077, -0.197766)  -0.44
C (-0.126523, -1.166097, -0.094798)  -0.35
C (1.095458, -0.732877, 0.239912)  -0.45
C (1.124504, 0.742305, 0.274630)  0.58
O (2.035272, 1.486837, 0.542686)  -0.52
H (-1.810655, -0.050513, 0.687675)  0.25
H (-1.824423, -0.182600, -1.061873)  0.32
H (-0.363439, -2.203488, -0.310727)  0.40
H (1.971313, -1.348613, 0.404117)  0.41

Atoms 1-6, force components in eV/Å:
0.1 -0.7 0.0
-0.3 0.4 0.0
0.0 0.0 0.0
0.1 0.0 0.0
-0.1 0.0 -0.1
0.4 0.2 0.1

***

C2H7N4 | ωB97M-V/def2-TZVPD

Properties
Largest force on an atom, eV Å⁻¹: 6.59
Energy, hartree: -299.08903
Energy above the lowest of the compared OMol25 structures with the same formula, charge and spin, kcal per mole: 83.47
HOMO energy, eV: -13.21
Total charge: +1
Kohn-Sham gap, eV: 10.006

Last column: Mulliken charge in e.
CARTESIAN COORDINATES (ANGSTROEM)
C (-0.728439, 1.547069, -1.380799)  0.38
C (0.882363, -0.354923, 1.817723)  -0.18
N (-0.175753, 0.890946, -0.581223)  -0.13
N (0.602103, -1.047025, 0.763707)  0.18
N (-1.348076, 2.257404, -2.256599)  -0.39
N (0.671218, -2.363611, 0.772943)  -0.78
H (0.727714, 0.739721, 1.688259)  0.23
H (1.087829, -0.613114, 2.915246)  0.28
H (0.083944, -0.198189, -0.175796)  0.47
H (-2.233973, 2.504672, -2.107041)  0.23
H (-0.790729, 2.514480, -3.156339)  0.30
H (0.782658, -2.878929, 1.626040)  0.22
H (0.439142, -2.998501, 0.073879)  0.19

Atoms 1-6, force components in eV/Å:
1.0 -1.8 1.7
-0.7 1.4 0.6
-1.3 1.6 -2.0
0.1 0.5 1.3
5.8 -0.4 -3.0
0.6 -1.1 1.6

***

C22H9AuCl6N2O2S2Se | ωB97M-V/def2-TZVPD

Properties
Largest force on an atom, eV Å⁻¹: 0.77
Energy, hartree: -7198.53883
Energy above the lowest of the compared OMol25 structures with the same formula, charge and spin, kcal per mole: 0.00
HOMO energy, eV: -1.09
Total charge: -2
Kohn-Sham gap, eV: 4.879

Last column: Mulliken charge in e.
CARTESIAN COORDINATES (ANGSTROEM)
Au (-0.079138, 0.576056, 0.657398)  0.34
S (2.217507, 0.199031, 0.688972)  -0.58
C (2.307181, -1.169537, 1.772147)  0.72
C (3.487302, -1.898833, 1.870610)  -1.09
C (3.584228, -2.991079, 2.721984)  0.65
C (4.832563, -3.695016, 2.817189)  -0.11
N (5.837804, -4.247259, 2.909886)  -0.59
C (2.472978, -3.381978, 3.483472)  0.46
C (1.285492, -2.672342, 3.370344)  -0.74
C (1.204010, -1.563397, 2.540572)  0.51
S (-0.274568, -0.625151, 2.537784)  -0.33
C (2.545370, -4.505122, 4.374518)  -0.16
N (2.596277, -5.405212, 5.089411)  -0.60
H (4.342852, -1.620983, 1.269017)  0.46
H (0.412532, -2.997621, 3.919260)  0.42
Cl (1.027750, 4.639585, -2.558755)  -0.24
C (0.218376, 4.442530, -0.966972)  -0.45
C (-0.546846, 3.115727, -0.890383)  0.62
O (-1.761232, 3.136214, -0.972079)  -0.59
O (0.238151, 2.100342, -0.744182)  -0.69
H (-0.473946, 5.270205, -0.860935)  0.30
H (1.001656, 4.474231, -0.215325)  0.27
Se (-0.682844, -3.551426, 0.453831)  -0.47
C (-0.420872, -5.342494, -0.104536)  -0.15
C (-1.009875, -5.855777, -1.273330)  -0.33
C (-0.814412, -7.167636, -1.680130)  -0.44
C (-0.017508, -8.033559, -0.938196)  -0.41
C (0.576413, -7.549167, 0.223505)  -0.50
C (0.377801, -6.238082, 0.628937)  -0.26
H (-1.632677, -5.193339, -1.862995)  0.35
H (-1.291438, -7.517953, -2.590830)  0.31
H (0.138176, -9.057928, -1.257186)  0.32
H (1.205141, -8.199946, 0.823138)  0.33
H (0.847197, -5.879732, 1.537932)  0.39
Cl (-1.833834, -0.600780, -1.759637)  -0.13
C (-2.777953, 0.092853, -0.500782)  1.40
C (-2.134188, 0.710360, 0.569381)  -1.98
C (-2.923997, 1.350035, 1.507814)  1.53
Cl (-2.160400, 2.251028, 2.782601)  -0.20
C (-4.315051, 1.345061, 1.433345)  -0.07
Cl (-5.268012, 2.157693, 2.625910)  -0.24
C (-4.937748, 0.683955, 0.383251)  0.50
Cl (-6.662513, 0.647802, 0.281503)  -0.23
C (-4.165185, 0.063311, -0.595900)  -0.08
Cl (-4.937164, -0.726351, -1.920481)  -0.23

Atoms 1-6, force components in eV/Å:
-0.2 0.7 -0.1
0.1 -0.1 -0.1
-0.1 0.0 0.0
0.1 -0.1 0.1
0.1 0.1 -0.1
-0.1 0.0 0.1

***

C20H59N5O7 | ωB97M-V/def2-TZVPD

Properties
Structure (SMILES): COC[C@H](C)N.COC[C@H](C)N.COC[C@H](C)N.COC[C@H](C)N.COC[C@H](C)N.O.O
Largest force on an atom, eV Å⁻¹: 3.28
Energy, hartree: -1597.70903
Energy above the lowest of the compared OMol25 structures with the same formula, charge and spin, kcal per mole: 40.67
HOMO energy, eV: -8.93
Total charge: 0
Kohn-Sham gap, eV: 9.653

Last column: Mulliken charge in e.
CARTESIAN COORDINATES (ANGSTROEM)
O (-0.852746, 3.667769, 2.681202)  -0.71
H (-1.037305, 3.469728, 1.764406)  0.39
H (-1.595812, 3.737509, 3.305746)  0.28
O (0.038718, 0.917483, -0.161057)  -0.52
H (0.864200, 1.069773, 0.310698)  0.13
H (0.377885, 0.760692, -1.099740)  0.44
C (1.271025, -1.401169, 1.720988)  -1.09
C (0.916960, -0.292897, 2.645847)  0.62
C (1.165165, -0.740211, 4.080734)  -0.92
O (0.648259, -1.989929, 4.447555)  -0.42
C (-0.774104, -1.952891, 4.627506)  -0.49
N (1.670108, 0.911081, 2.331524)  -0.39
H (1.050083, -1.045805, 0.763817)  0.14
H (0.722314, -2.337852, 1.844108)  0.36
H (2.339519, -1.702758, 1.821552)  0.25
H (-0.108886, 0.003028, 2.521185)  0.24
H (0.782945, -0.007867, 4.815725)  0.41
H (2.231136, -0.795448, 4.203498)  0.30
H (-1.105168, -1.261214, 5.464456)  0.27
H (-1.157349, -2.914139, 4.972641)  0.28
H (-1.327472, -1.712248, 3.659602)  0.12
H (2.601029, 0.754224, 2.754277)  -0.03
H (1.260102, 1.718507, 2.861278)  0.30
C (5.504702, 2.112827, -0.816992)  -1.43
C (5.224554, 0.990487, 0.150605)  0.29
C (5.712061, 1.394151, 1.469213)  -0.79
O (5.378842, 0.343778, 2.342314)  -0.32
C (5.765057, 0.696894, 3.712546)  -0.81
N (3.784358, 0.608096, 0.042703)  -0.25
H (5.703520, 1.791810, -1.837551)  0.29
H (6.404779, 2.703834, -0.536443)  0.42
H (4.708389, 2.881416, -0.720066)  0.37
H (5.767650, 0.084594, -0.138797)  0.28
H (5.296914, 2.382831, 1.787362)  0.41
H (6.786539, 1.556308, 1.302890)  0.43
H (4.990841, 0.662018, 4.483923)  0.23
H (6.122233, 1.741405, 3.655996)  0.37
H (6.577037, 0.044951, 3.964926)  0.32
H (3.480442, -0.044712, 0.767753)  0.01
H (3.187518, 1.429540, 0.209385)  0.15
C (3.090595, -0.870728, -4.589254)  -1.23
C (1.804807, -0.202776, -4.008957)  0.03
C (0.550939, -0.884337, -4.540700)  -0.62
O (0.458452, -2.203694, -4.070087)  -0.28
C (-0.364995, -3.070788, -4.782201)  -0.81
N (1.709946, -0.016857, -2.530708)  -0.30
H (3.927813, -0.370705, -4.071380)  0.32
H (3.118354, -0.763537, -5.691944)  0.35
H (2.918331, -1.919810, -4.372736)  0.29
H (1.923737, 0.825652, -4.384628)  0.39
H (0.676691, -0.887505, -5.679945)  0.34
H (-0.337337, -0.268677, -4.272998)  0.32
H (-1.453677, -2.652759, -4.896538)  0.26
H (-0.386915, -4.040589, -4.285456)  0.26
H (-0.058326, -3.255855, -5.782444)  0.37
H (2.615626, 0.184699, -2.142936)  0.00
H (1.577383, -0.907860, -2.124128)  0.20
C (-3.035952, 1.673861, -0.683998)  -1.28
C (-2.578214, 3.030192, -1.106631)  0.50
C (-3.661839, 4.017511, -0.635511)  -0.90
O (-4.910023, 3.823738, -1.391079)  -0.32
C (-5.960490, 4.571917, -0.885109)  -0.77
N (-1.302894, 3.435068, -0.590206)  -0.47
H (-4.102102, 1.656388, -0.907779)  0.49
H (-2.937875, 1.576195, 0.406491)  0.27
H (-2.458979, 0.864747, -1.178930)  0.18
H (-2.559623, 3.063593, -2.206474)  0.22
H (-3.390833, 5.044069, -0.724550)  0.51
H (-3.836898, 3.782643, 0.436504)  0.30
H (-6.885194, 4.321650, -1.391642)  0.24
H (-5.768194, 5.586733, -1.014791)  0.34
H (-6.123580, 4.387179, 0.204707)  0.30
H (-0.713590, 2.547101, -0.622640)  0.30
H (-0.853914, 4.159580, -1.149785)  0.25
C (-3.557325, -3.312013, -1.548543)  -1.14
C (-2.590011, -3.384849, -0.388060)  1.03
C (-3.519051, -3.553801, 0.813466)  -1.13
O (-4.210465, -2.253525, 1.018416)  -0.20
C (-5.338409, -2.297573, 1.894854)  -0.78
N (-1.878953, -4.646863, -0.499649)  -0.73
H (-3.125919, -3.916289, -2.358637)  0.38
H (-3.686752, -2.289686, -1.938921)  0.23
H (-4.577498, -3.763455, -1.255592)  0.24
H (-1.958732, -2.491800, -0.283973)  0.06
H (-2.928204, -3.725265, 1.793086)  0.23
H (-4.130578, -4.443033, 0.596962)  0.53
H (-5.071554, -2.175931, 2.941464)  0.27
H (-5.861331, -3.235787, 1.725603)  0.32
H (-6.016415, -1.432277, 1.742220)  0.23
H (-1.514990, -4.927048, 0.434894)  0.25
H (-1.101100, -4.622434, -1.196429)  0.23

Atoms 1-6, force components in eV/Å:
0.9 0.2 1.6
-1.0 0.0 -0.5
0.2 -0.2 -1.3
0.6 -0.3 -2.0
0.2 0.1 0.6
-0.5 0.0 1.2

***

C5H9NO3 | ωB97M-V/def2-TZVPD

Properties
Largest force on an atom, eV Å⁻¹: 2.86
Energy, hartree: -476.20635
Energy above the lowest of the compared OMol25 structures with the same formula, charge and spin, kcal per mole: 149.23
HOMO energy (alpha / beta), eV: -9.15 / -9.15
Total charge: 0
Kohn-Sham gap (alpha / beta), eV: 7.332 / 7.334

Last column: Mulliken charge in e.
CARTESIAN COORDINATES (ANGSTROEM)
C (1.685407, 0.185569, -1.577909)  -0.64
C (-1.238897, -1.825813, -0.199373)  -0.69
N (-0.954122, -0.471665, -0.603270)  -0.18
C (0.756108, 0.241494, 0.921732)  0.84
C (-0.933894, 0.461338, 0.329574)  0.45
C (-1.760889, 1.375136, 0.803546)  -0.99
O (1.202183, -0.443854, -0.409089)  -0.37
O (1.376715, 1.474747, 0.964215)  -0.48
O (0.833615, -0.550881, 1.850874)  -0.56
H (1.831230, 1.512050, 1.817754)  0.36
H (1.134109, 1.100082, -1.808741)  0.32
H (1.545044, -0.522066, -2.396662)  0.24
H (2.746241, 0.399576, -1.431740)  0.25
H (-1.014338, -2.512791, -1.011639)  0.23
H (-0.699770, -2.097211, 0.714215)  0.30
H (-2.312288, -1.857940, 0.036232)  0.36
H (-2.790542, 1.433954, 0.478014)  0.30
H (-1.405913, 2.098275, 1.522266)  0.26

Atoms 1-6, force components in eV/Å:
0.0 0.5 0.7
0.1 0.1 0.0
-0.1 0.9 1.0
2.6 -0.9 -0.8
-1.1 -0.8 -1.1
0.4 0.2 0.3

***

C3H12N2O2 | ωB97M-V/def2-TZVPD

Properties
Structure (SMILES): NCNCCO.O
Largest force on an atom, eV Å⁻¹: 4.43
Energy, hartree: -381.41914
Energy above the lowest of the compared OMol25 structures with the same formula, charge and spin, kcal per mole: 60.10
HOMO energy, eV: -9.18
Total charge: 0
Kohn-Sham gap, eV: 9.666

Last column: Mulliken charge in e.
CARTESIAN COORDINATES (ANGSTROEM)
C (-0.455931, 1.051039, -0.668157)  -0.64
C (-0.574872, -0.068226, 0.323517)  -0.16
O (-1.964385, -0.247462, 0.618322)  -0.50
N (1.031879, 1.236394, -1.053860)  -0.42
C (1.959477, 0.160670, -0.954343)  -0.41
N (3.174706, 0.335121, -1.823604)  -0.67
H (-0.910228, 0.621947, -1.578157)  0.24
H (-0.790111, 2.050048, -0.437498)  0.35
H (-0.075687, 0.248976, 1.251786)  0.22
H (-0.139254, -1.031497, 0.080949)  0.34
H (-2.456489, -1.000292, 0.946996)  0.21
H (1.207671, 2.017632, -0.426603)  0.27
H (2.336718, -0.099379, 0.047718)  0.24
H (1.375373, -0.668794, -1.340174)  0.37
H (3.372305, 1.333490, -1.720574)  0.28
H (2.746874, 0.306587, -2.749250)  0.28
H (-1.975871, -1.468407, 3.246133)  0.33
H (-2.412563, -2.318130, 2.062999)  0.31
O (-2.727422, -1.965268, 2.882399)  -0.63

Atoms 1-6, force components in eV/Å:
2.4 -2.5 -2.8
-1.2 -0.2 2.7
-0.7 1.8 -0.8
-2.1 2.2 1.2
0.7 -0.9 -0.3
-1.7 0.5 0.4